Entry 1:
{"formula": "C5H9N", "method": "ωB97M-V/def2-TZVPD", "smiles": "C=NC(=C)CC", "spin_multiplicity": 1, "de_lowest_kj_mol": 307.6, "orbital_gap_ev": 8.9, "total_charge": 0, "elements": ["C", "N", "C", "C", "C", "C", "H", "H", "H", "H", "H", "H", "H", "H", "H"], "coordinates": [[0.8947, -0.5914, -1.7950], [0.6324, -0.8981, -0.5921], [0.4513, 0.1590, 0.3489], [1.4848, 0.7961, 0.9093], [-0.9391, 0.7462, 0.5643], [-2.1297, -0.2138, 0.5965], [1.8038, -0.1725, -2.2592], [0.2428, -1.0038, -2.5886], [2.4656, 0.3868, 0.6975], [1.3661, 1.6912, 1.5012], [-0.8513, 1.3082, 1.4927], [-0.9892, 1.5434, -0.1871], [-2.6664, -0.2564, -0.3478], [-1.8374, -1.2398, 0.8178], [-2.7047, 0.1749, 1.4353]], "forces_ev_per_a": [[0.2455, -1.9702, -0.9974], [-2.9629, 1.5413, -0.4622], [2.2970, 0.8913, 1.0289], [0.0106, -0.8841, -0.3879], [0.9304, -0.3101, -0.6647], [0.5082, 0.3886, 0.2840], [-0.2855, 1.4656, 0.8074], [0.5709, -0.7882, 0.1129], [0.1792, 0.3692, 0.1786], [0.0542, -0.1387, 0.2362], [-0.1302, -0.1992, 0.1628], [-0.5870, -0.2692, -0.2257], [-0.2486, 0.2251, 0.1352], [0.1957, 0.0909, 0.1336], [-0.7773, -0.4123, -0.3418]], "mulliken_charge": [-0.2837, -0.4174, 0.4884, -0.8924, -0.4459, -1.0410, 0.2655, 0.2327, 0.2875, 0.2802, 0.2953, 0.3096, 0.2693, 0.3305, 0.3214]}



Entry 2:
{"formula": "C12H14ClN5O13SV", "method": "ωB97M-V/def2-TZVPD", "spin_multiplicity": 4, "s2": 3.78, "de_lowest_kj_mol": 36.5, "orbital_gap_ev": [5.2, 8.9], "total_charge": -2, "elements": ["V", "C", "C", "N", "C", "C", "N", "C", "O", "O", "C", "O", "O", "H", "H", "H", "H", "H", "O", "S", "O", "O", "O", "O", "Cl", "O", "O", "O", "N", "C", "O", "C", "C", "C", "N", "C", "C", "H", "H", "H", "H", "H", "H", "N", "H", "H", "H"], "coordinates": [[-0.4350, 0.1576, -0.3856], [-2.1116, 3.3712, 0.9112], [-1.7949, 2.2057, 1.7696], [-1.2415, 1.0849, 1.3631], [-1.0819, 0.2815, 2.4598], [-1.5569, 0.9229, 3.5638], [-2.0130, 2.1376, 3.1007], [-1.6743, 0.5756, 4.9952], [-1.2043, -0.5966, 5.3559], [-2.1840, 1.3620, 5.7712], [-0.4001, -1.0350, 2.2696], [-0.2820, -1.7925, 3.2509], [0.0041, -1.2418, 1.0927], [-2.1805, 3.0353, -0.1230], [-1.3086, 4.1055, 0.9857], [-3.0559, 3.8278, 1.2114], [-2.4034, 2.8478, 3.6963], [-0.7987, -1.1076, 4.5593], [-1.3426, 1.3980, -1.6693], [-2.4669, 0.3862, -2.0080], [-3.7586, 1.0123, -1.8381], [-2.1940, -0.6115, -0.8580], [-2.2384, -0.2290, -3.2909], [1.0711, 3.2790, 1.2451], [1.9451, 2.1600, 0.9934], [3.2561, 2.6044, 0.6393], [1.9816, 1.2952, 2.1417], [1.4114, 1.3954, -0.1627], [3.0974, -1.9829, -6.0580], [2.5208, -2.7723, -5.0596], [2.5871, -3.9978, -5.1605], [1.8905, -2.0732, -3.9553], [1.9327, -0.6681, -3.7744], [1.2690, -0.0774, -2.7422], [0.5550, -0.7854, -1.8127], [0.5045, -2.1451, -1.9860], [1.1440, -2.7949, -2.9963], [3.2798, -2.5105, -6.8958], [2.6985, -1.0711, -6.2067], [2.4961, -0.0243, -4.4383], [1.2850, 0.9940, -2.6046], [-0.0933, -2.6760, -1.2573], [1.0667, -3.8695, -3.0844], [3.0994, -1.8882, 0.6549], [3.2054, -1.0215, 1.1757], [2.9300, -1.5924, -0.3026], [2.2007, -2.2447, 0.9653]], "forces_ev_per_a": [[0.4125, 0.2459, -0.2106], [-0.0554, 0.0320, -0.0110], [-0.0647, 0.0293, 0.0338], [0.1518, -0.0578, 0.2652], [0.1066, -0.0241, -0.0300], [-0.1103, -0.0225, 0.1010], [0.0589, -0.0032, -0.0758], [0.0793, 0.0839, -0.1672], [0.1116, -0.1229, -0.0950], [-0.0200, -0.0403, 0.0388], [-0.0909, 0.1836, 0.0816], [0.0393, 0.0102, 0.1286], [-0.0558, -0.1206, 0.0556], [0.0018, -0.0219, 0.0061], [0.0092, -0.0093, -0.0013], [0.0051, 0.0044, -0.0069], [-0.0156, -0.0076, 0.0152], [-0.1384, 0.0641, -0.0043], [-0.1697, -0.1346, -0.1910], [0.0761, 0.2395, 0.5112], [-0.0491, 0.0178, 0.0095], [-0.1286, -0.0209, -0.3761], [-0.0552, -0.0094, -0.1113], [0.1581, -0.0579, -0.0512], [-0.4858, -0.2624, -0.0645], [0.0874, 0.0678, -0.0202], [0.0241, 0.0491, -0.1212], [-0.1486, 0.0538, 0.3090], [0.0520, 0.0196, 0.0457], [-0.0202, -0.0499, -0.0336], [-0.0065, 0.0138, 0.0114], [0.0150, 0.0365, 0.0368], [-0.0192, 0.0377, -0.0789], [0.0280, -0.1545, 0.1126], [0.2450, -0.1418, -0.1638], [-0.0327, 0.0900, 0.1213], [0.0058, -0.0510, -0.0323], [-0.0115, 0.0088, -0.0202], [-0.0221, -0.0111, -0.0220], [0.0046, -0.0109, -0.0030], [-0.0123, 0.0047, 0.0174], [0.0098, -0.0071, 0.0077], [0.0077, 0.0015, -0.0037], [0.0264, 0.0638, 0.0263], [0.0193, 0.0254, -0.0122], [0.0369, -0.0176, -0.0275], [-0.0597, -0.0243, -0.0001]], "mulliken_charge": [0.4945, -1.3206, 0.2431, 0.3452, 0.1982, 0.1305, -0.0014, 0.4608, -0.5793, -0.6860, 0.8510, -0.9545, -0.3976, 0.1850, 0.2159, 0.4647, 0.2115, 0.4491, -0.5996, 1.2381, -0.6984, -0.5564, -0.6851, -0.6894, 1.7119, -0.6960, -0.6345, -0.7057, -0.4507, 0.2584, -0.7089, 1.0065, -0.9659, -0.7688, 1.0173, -0.4553, -0.9564, 0.2552, 0.1897, 0.1919, 0.4840, 0.4978, 0.3840, -0.9221, 0.3200, 0.2921, 0.3363]}



Entry 3:
{"formula": "C4H3FNS", "method": "ωB97M-V/def2-TZVPD", "smiles": "Fc1cc[nH]c1[S-]", "spin_multiplicity": 1, "de_lowest_kj_mol": 0.0, "orbital_gap_ev": 6.4, "total_charge": -1, "elements": ["F", "C", "C", "C", "N", "C", "S", "H", "H", "H"], "coordinates": [[-1.4806, 2.0817, 0.0720], [-0.6426, 0.8829, -0.1016], [0.7513, 0.9819, -0.0363], [1.2453, -0.2677, 0.0255], [0.1551, -1.1578, 0.0207], [-1.0544, -0.4640, -0.0167], [-2.5507, -1.2672, -0.0138], [1.2263, 1.9764, -0.3108], [2.3518, -0.5545, 0.1777], [-0.0015, -2.2118, 0.1832]], "forces_ev_per_a": [[1.4498, -2.4817, -0.6862], [-2.0677, 0.7000, 0.9626], [-0.1160, 2.9765, -1.1239], [2.3076, -2.2048, 0.5389], [-0.6643, -1.2730, 0.4708], [0.9198, 1.6012, -0.2902], [-0.5441, -0.3359, 0.1121], [-0.1398, -1.6084, 0.9067], [-2.2222, 0.1520, -0.5221], [1.0769, 2.4740, -0.3686]], "mulliken_charge": [-0.3529, 0.4931, -0.3789, -0.5059, -0.0687, -0.3891, -0.5998, 0.2934, 0.2649, 0.2439]}



Entry 4:
{"formula": "C4H8NO2", "method": "ωB97M-V/def2-TZVPD", "smiles": "CN(C)CC(=O)[O-]", "spin_multiplicity": 1, "de_lowest_kj_mol": 102.5, "orbital_gap_ev": 7.8, "total_charge": -1, "elements": ["C", "N", "C", "C", "C", "O", "O", "H", "H", "H", "H", "H", "H", "H", "H"], "coordinates": [[0.2316, 0.9134, -1.1560], [0.3723, 0.3859, 0.2187], [-0.2831, 1.2868, 1.1495], [-0.2218, -0.9392, 0.3509], [0.5562, -2.0556, -0.4053], [1.0817, -2.9398, 0.3072], [0.5457, -1.9694, -1.6551], [0.1636, 0.0497, -1.8268], [1.1605, 1.4261, -1.4010], [-0.6622, 1.5341, -1.2771], [-1.3839, 1.2439, 1.0650], [0.0430, 2.3117, 1.0070], [-0.0947, 0.9689, 2.1765], [-0.2279, -1.2150, 1.4101], [-1.2811, -1.0015, 0.0365]], "forces_ev_per_a": [[0.4747, -0.9511, 0.2638], [-0.8334, 0.4276, -0.3180], [-0.1195, -0.5330, 0.2802], [0.1355, -0.7447, 0.4585], [0.0459, -0.2226, 0.1486], [-0.1141, 0.1834, -0.0722], [0.0397, -0.0405, -0.1509], [0.0293, 0.1733, 0.0574], [-0.1835, 0.5014, -0.1747], [0.0103, 0.2298, 0.0157], [-0.0994, 0.1866, -0.2934], [0.1303, 0.1773, -0.0005], [0.2979, 0.1023, 0.0658], [0.1924, 0.1295, -0.0422], [-0.0059, 0.3809, -0.2380]], "mulliken_charge": [-0.9724, -0.0971, -1.0391, -0.4694, 0.5065, -0.7499, -0.7341, 0.3751, 0.2549, 0.3341, 0.3806, 0.3531, 0.3132, 0.2973, 0.2472]}



Entry 5:
{"formula": "CH14O5S", "method": "ωB97M-V/def2-TZVPD", "smiles": "CS.O.O.O.O.O", "spin_multiplicity": 1, "de_lowest_kj_mol": 88.9, "orbital_gap_ev": 10.0, "total_charge": 0, "elements": ["C", "S", "H", "H", "H", "H", "O", "H", "H", "O", "H", "H", "O", "H", "H", "O", "H", "H", "O", "H", "H"], "coordinates": [[1.1066, 2.1800, 2.5666], [0.3395, 1.0431, 1.3569], [0.8012, 1.9237, 3.5671], [0.8154, 3.1970, 2.3519], [2.1831, 2.1558, 2.4553], [0.0013, 2.0321, 0.5318], [-2.0381, 1.1364, -1.2632], [-1.7040, 0.7758, -2.0955], [-1.4788, 0.7399, -0.5867], [3.1160, -0.9198, 2.2144], [2.9255, -1.0346, 3.1574], [2.4296, -0.3489, 1.8506], [-2.2448, -3.6652, 0.4570], [-2.1034, -4.5816, 0.1771], [-1.8538, -3.5749, 1.3322], [-1.2097, -1.5576, -1.8716], [-2.1678, -1.4650, -1.8734], [-1.0500, -2.5049, -1.8738], [0.5696, 1.1458, -4.0487], [0.0682, 1.9470, -4.2269], [1.4943, 1.3760, -4.1786]], "forces_ev_per_a": [[0.1833, -0.0025, -0.4020], [0.0656, 0.2924, 0.3524], [-0.0177, -0.1199, 0.2822], [-0.3229, 0.1696, 0.0140], [0.2008, -0.2034, 0.1963], [-0.0453, -0.0884, -0.3549], [-0.0674, 0.1694, -0.1451], [0.1602, 0.0035, 0.2277], [-0.1010, -0.1823, -0.1676], [0.1432, -0.1130, 0.3414], [-0.0506, 0.1450, -0.4415], [-0.0831, -0.0580, 0.0325], [-0.0333, -0.2415, -0.2571], [-0.0024, 0.3165, 0.3181], [0.0283, -0.1250, -0.1127], [0.0234, 0.1145, -0.1720], [-0.0186, -0.0870, 0.1615], [-0.0240, -0.0236, 0.1174], [-0.0933, -0.0711, 0.0244], [0.1108, 0.0439, -0.0206], [-0.0559, 0.0609, 0.0057]], "mulliken_charge": [-0.7926, -0.2473, 0.2835, 0.2969, 0.3308, 0.1536, -0.6091, 0.3299, 0.2619, -0.6144, 0.3244, 0.2872, -0.6217, 0.3166, 0.3134, -0.6129, 0.3290, 0.2649, -0.6144, 0.3161, 0.3042]}



| no. | total energy (hartree) |
| --- | --- |
| 1 | -250.549782 |
| 2 | -3520.101124 |
| 3 | -707.043732 |
| 4 | -362.485185 |
| 5 | -820.849392 |